ORCA calculation (ωB97M-V/def2-TZVPD) on C5H9AuF5OS4SbSiTe as an isolated structure.

Cartesian coordinates (Å):
Au  -0.992  0.533  2.264
S  -4.106  -0.864  6.138
Sb  -2.124  -0.992  5.062
S  -2.406  -1.260  2.651
S  -1.235  1.181  4.466
S  -0.506  -2.378  5.807
F  1.082  1.535  -0.510
Te  1.746  2.421  1.223
F  0.649  -2.530  0.161
F  1.056  3.958  0.360
F  3.394  3.029  0.182
F  2.235  3.695  2.618
O  -0.029  2.274  1.944
C  -1.071  0.646  -2.224
Si  0.147  -0.725  -1.941
C  1.882  -0.386  -2.515
C  -0.465  -2.308  -2.752
C  0.174  -1.294  -0.088
C  -0.416  -0.483  0.720
H  -1.142  0.861  -3.293
H  -0.721  1.536  -1.701
H  -2.066  0.379  -1.865
H  1.885  -0.227  -3.597
H  2.547  -1.225  -2.299
H  2.256  0.514  -2.026
H  -0.521  -2.162  -3.833
H  -1.459  -2.583  -2.394
H  0.207  -3.144  -2.557

Net charge: -2
Total energy in eV: -89710.372
HOMO-LUMO gap in eV: 5.60
ΔE to the lowest compared entry with this formula, charge and spin in kJ/mol: 0.0

These are the Löwdin partial charges, in e, on atoms 1 to 5: 0.611, -0.322, -0.233, -0.050, -0.055

***

ORCA calculation (ωB97M-V/def2-TZVPD) on C5H5N3 as an isolated structure in a non-equilibrium geometry.

Cartesian coordinates (Å):
C  -1.675  0.702  0.557
C  -0.413  2.486  -0.126
C  0.492  -2.179  -0.012
C  0.462  -1.059  -0.645
C  0.969  0.160  -0.035
N  -2.614  0.429  1.192
N  -0.079  3.585  -0.184
N  -0.633  1.150  -0.213
H  0.012  -3.079  -0.473
H  0.766  -2.216  1.060
H  -0.092  -0.987  -1.617
H  1.648  0.793  -0.506
H  1.157  0.215  1.003

Total energy in eV: -9732.596
HOMO-LUMO gap in eV: 9.68
ΔE to the lowest compared entry with this formula, charge and spin in kJ/mol: 279.1

These are the Löwdin partial charges, in e, on atoms 1 to 5: -0.307, -0.331, 0.019, -0.245, 0.059

***

ORCA calculation (ωB97M-V/def2-TZVPD) on C11H19IO6S as an isolated structure in a non-equilibrium geometry.

Cartesian coordinates (Å):
O  -1.233  -1.307  -2.582
S  -0.903  -1.983  -1.361
O  -2.314  -2.069  -0.521
I  -2.978  -0.399  0.372
O  -0.012  -0.853  -0.516
C  1.158  -1.433  0.029
O  2.255  -1.415  -0.863
C  2.234  -0.470  -1.873
C  2.301  -0.927  -3.181
C  2.333  -0.024  -4.235
C  2.281  1.341  -3.998
C  2.208  1.785  -2.682
C  2.198  0.889  -1.622
H  0.951  -2.482  0.237
H  1.438  -0.970  0.969
H  2.347  -1.989  -3.364
H  2.401  -0.403  -5.243
H  2.305  2.029  -4.825
H  2.157  2.848  -2.508
H  2.148  1.258  -0.609
C  2.086  -4.314  3.484
C  2.025  -2.801  3.581
O  0.691  -2.314  3.435
H  1.685  -4.650  2.527
H  3.113  -4.672  3.578
H  1.487  -4.776  4.272
H  2.610  -2.345  2.784
H  2.433  -2.463  4.539
H  0.162  -2.700  4.139
C  -4.249  4.849  0.064
C  -4.794  3.994  1.192
O  -4.418  2.625  1.047
H  -4.602  4.477  -0.898
H  -4.560  5.888  0.174
H  -3.157  4.816  0.047
H  -5.882  4.013  1.196
H  -4.445  4.366  2.161
H  -3.457  2.581  1.055

Total energy in eV: -42933.236
HOMO-LUMO gap in eV: 7.95

These are the Löwdin partial charges, in e, on atoms 1 to 5: -0.387, 0.833, -0.961, 1.002, -0.367

***

ORCA calculation (ωB97M-V/def2-TZVPD) on a 4-piece molecular cluster, C40H53FN3O5 overall in a non-equilibrium geometry.

Cartesian coordinates (Å):
C  2.092  -4.123  2.305
O  2.930  -3.324  1.444
C  2.512  -1.965  1.355
C  2.571  -1.540  -0.189
N  3.435  -0.323  -0.419
C  2.671  0.875  -0.878
C  3.540  2.186  -0.985
C  3.747  2.869  0.437
O  4.211  3.974  0.539
C  3.339  2.127  1.767
C  1.935  2.287  2.177
C  1.375  1.630  3.365
C  2.304  0.775  4.138
C  3.711  0.630  3.739
C  4.249  1.293  2.549
C  1.942  0.466  -2.232
C  0.774  1.555  -2.430
C  -0.233  1.184  -3.565
F  0.361  1.520  -4.804
N  1.308  -0.873  -2.211
C  1.992  -1.832  -3.115
C  0.979  -2.145  -4.305
O  1.657  -2.892  -5.340
C  1.816  -4.229  -4.971
O  2.936  -4.617  -4.771
C  1.125  -1.398  -0.840
C  0.286  -2.730  -0.760
C  -1.240  -2.261  -0.687
O  -2.123  -3.293  -1.169
C  -1.673  -1.783  0.739
N  -1.676  -0.310  0.902
H  1.299  -3.552  2.847
H  2.762  -4.562  3.103
H  1.710  -4.997  1.715
H  3.274  -1.356  1.929
H  1.461  -1.770  1.686
H  3.117  -2.391  -0.690
H  4.087  -0.554  -1.189
H  4.055  -0.113  0.387
H  1.844  1.109  -0.147
H  3.057  2.950  -1.642
H  4.583  1.928  -1.328
H  1.247  2.917  1.556
H  0.303  1.731  3.661
H  1.909  0.235  5.028
H  4.374  -0.035  4.341
H  5.301  1.191  2.203
H  2.635  0.629  -3.105
H  1.250  2.555  -2.646
H  0.198  1.662  -1.472
H  -1.134  1.855  -3.434
H  -0.624  0.138  -3.517
H  2.924  -1.444  -3.598
H  2.249  -2.815  -2.638
H  0.642  -1.184  -4.787
H  0.064  -2.675  -3.910
H  0.973  -4.968  -4.891
H  0.535  -0.634  -0.247
H  0.489  -3.258  0.214
H  0.478  -3.454  -1.590
H  -1.310  -1.352  -1.365
H  -1.704  -3.608  -1.991
H  -1.089  -2.240  1.581
H  -2.743  -2.126  0.889
H  -2.228  -0.023  1.710
H  -1.964  0.175  0.053
C  -4.403  -0.668  -1.624
C  -4.282  0.043  -2.812
C  -5.318  0.863  -3.242
C  -6.473  0.979  -2.479
C  -6.594  0.271  -1.289
C  -5.561  -0.556  -0.864
H  -3.596  -1.311  -1.293
H  -3.377  -0.042  -3.405
H  -5.224  1.411  -4.172
H  -7.279  1.622  -2.812
H  -7.494  0.363  -0.693
H  -5.658  -1.112  0.062
C  1.673  -1.950  7.221
C  0.736  -2.791  7.810
C  0.195  -2.469  9.048
C  0.583  -1.301  9.694
C  1.517  -0.458  9.104
C  2.065  -0.784  7.870
H  2.098  -2.203  6.256
H  0.428  -3.698  7.303
H  -0.530  -3.128  9.511
H  0.157  -1.048  10.658
H  1.818  0.453  9.608
H  2.798  -0.129  7.413
C  -4.895  4.527  -3.862
C  -5.027  5.902  -4.014
C  -3.895  6.704  -4.095
C  -2.631  6.131  -4.034
C  -2.499  4.756  -3.886
C  -3.631  3.954  -3.796
H  -5.778  3.901  -3.796
H  -6.013  6.348  -4.068
H  -3.999  7.777  -4.206
H  -1.749  6.757  -4.102
H  -1.512  4.308  -3.841
H  -3.528  2.882  -3.675

Net charge: +1
Total energy in eV: -59754.425
HOMO-LUMO gap in eV: 8.26

These are the Löwdin partial charges, in e, on atoms 1 to 5: -0.087, -0.192, -0.146, -0.133, 0.138

***

ORCA calculation (ωB97M-V/def2-TZVPD) on C20H32CoIN5S2Si as an isolated structure.

Cartesian coordinates (Å):
Co  0.855  -0.643  0.448
C  -1.615  -5.314  1.415
S  -1.429  -4.157  2.778
C  -0.496  -2.854  2.086
S  -0.007  -2.889  0.431
N  -0.223  -1.927  2.966
N  0.458  -0.873  2.456
C  0.837  0.029  3.279
C  1.499  1.210  2.739
C  1.886  2.261  3.560
C  2.461  3.384  2.991
C  2.621  3.429  1.615
C  2.209  2.340  0.869
N  1.678  1.241  1.407
H  -2.221  -6.124  1.821
H  -0.654  -5.714  1.101
H  -2.132  -4.865  0.571
H  0.643  -0.068  4.343
H  1.726  2.196  4.628
H  2.767  4.215  3.611
H  3.046  4.292  1.122
H  2.283  2.362  -0.214
I  5.948  -3.875  -0.748
C  4.650  -2.298  -0.528
C  4.946  -0.957  -0.598
N  3.798  -0.293  -0.387
N  2.760  -1.128  -0.194
C  3.275  -2.355  -0.273
H  5.873  -0.440  -0.781
H  3.656  0.702  -0.391
H  2.639  -3.213  -0.137
C  -1.351  -1.411  -2.504
Si  -1.228  -0.023  -1.259
C  -0.551  1.546  -2.119
C  -0.574  2.773  -1.204
C  -1.357  1.844  -3.396
C  0.900  1.262  -2.541
C  -2.790  0.157  -0.186
C  -3.345  -1.221  0.191
C  -2.542  0.960  1.093
C  -3.838  0.880  -1.053
H  -2.158  -1.186  -3.210
H  -1.571  -2.365  -2.029
H  -0.431  -1.520  -3.082
H  -1.590  3.095  -0.976
H  -0.071  3.612  -1.696
H  -0.070  2.588  -0.251
H  -2.386  2.124  -3.175
H  -1.375  0.991  -4.076
H  -0.896  2.680  -3.932
H  1.526  0.920  -1.708
H  1.355  2.169  -2.951
H  0.954  0.490  -3.312
H  -2.684  -1.748  0.879
H  -3.507  -1.860  -0.679
H  -4.312  -1.094  0.689
H  -1.842  0.443  1.755
H  -3.482  1.072  1.642
H  -2.155  1.961  0.893
H  -4.025  0.361  -1.997
H  -3.550  1.906  -1.281
H  -4.788  0.917  -0.511

Net charge: +1
Spin multiplicity: 5
Total energy in eV: -103979.697
HOMO-LUMO gap (spin up / spin down) in eV: 6.31 / 6.51
ΔE to the lowest compared entry with this formula, charge and spin in kJ/mol: 0.0

These are the Löwdin partial charges, in e, on atoms 1 to 5: 0.548, -0.426, 0.896, -1.063, 0.658

***

ORCA calculation (ωB97M-V/def2-TZVPD) on C47H53F6IN3OPRuS2 as an isolated structure in a non-equilibrium geometry.

Cartesian coordinates (Å):
Ru  -0.292  -0.466  -0.104
C  -0.119  -0.711  -3.118
C  0.934  0.285  -2.612
C  1.064  1.424  -3.621
C  2.272  -0.364  -2.290
C  3.169  -0.610  -3.318
C  4.458  -1.043  -3.060
C  4.883  -1.116  -1.747
C  4.025  -0.880  -0.676
C  4.676  -0.734  0.697
C  5.744  0.364  0.662
C  5.284  -2.041  1.209
C  2.658  -0.654  -0.957
N  1.665  -0.659  0.049
C  1.861  -1.379  1.181
C  0.872  -1.318  2.138
N  -0.212  -0.557  1.851
C  -1.185  -0.417  2.861
C  -0.782  -0.489  4.229
C  -1.759  -0.724  5.187
C  -3.103  -0.791  4.871
C  -3.484  -0.462  3.588
C  -2.561  -0.205  2.575
C  -3.177  0.419  1.302
C  -4.041  1.617  1.747
C  -3.274  -1.682  -0.165
C  0.608  -0.187  4.816
C  1.471  -1.409  5.200
C  1.419  0.868  4.063
H  -1.060  -0.196  -3.333
H  -0.312  -1.539  -2.435
H  0.233  -1.154  -4.054
H  0.638  0.765  -1.664
H  1.259  1.035  -4.624
H  1.854  2.119  -3.343
H  0.132  1.990  -3.657
H  2.857  -0.426  -4.339
H  5.144  -1.247  -3.872
H  5.925  -1.330  -1.541
H  3.923  -0.392  1.407
H  6.600  0.079  0.048
H  6.113  0.561  1.672
H  5.334  1.292  0.261
H  6.076  -2.381  0.538
H  4.552  -2.849  1.273
H  5.723  -1.902  2.200
H  2.702  -2.039  1.318
H  0.927  -1.904  3.040
H  -1.445  -0.819  6.221
H  -3.844  -1.003  5.631
H  -4.539  -0.368  3.364
H  -1.419  1.522  0.977
H  -5.012  1.284  2.114
H  -4.211  2.290  0.908
H  -3.537  2.174  2.536
H  -3.932  -2.481  -0.508
H  -2.520  -2.132  0.480
H  -2.784  -1.285  -1.059
H  0.346  0.296  5.761
H  2.329  -1.514  4.534
H  0.906  -2.343  5.168
H  1.861  -1.301  6.214
H  1.869  0.496  3.145
H  2.229  1.216  4.712
H  0.807  1.728  3.792
S  0.438  4.527  -1.848
P  0.269  4.292  0.098
S  0.646  2.497  0.918
C  1.264  5.555  0.970
C  2.237  5.215  1.899
C  2.984  6.206  2.526
C  2.756  7.541  2.233
C  1.780  7.887  1.305
C  1.044  6.899  0.674
C  -1.431  4.742  0.639
C  -2.391  5.146  -0.278
C  -3.676  5.471  0.144
C  -4.000  5.419  1.490
C  -3.038  5.028  2.415
C  -1.768  4.681  1.992
H  2.400  4.169  2.126
H  3.743  5.930  3.247
H  3.336  8.313  2.724
H  1.598  8.928  1.068
H  0.296  7.164  -0.065
H  -2.123  5.178  -1.328
H  -4.421  5.764  -0.585
H  -4.999  5.676  1.820
H  -3.288  4.978  3.469
H  -1.025  4.349  2.708
I  -3.258  2.632  -3.348
C  -3.437  1.553  -1.556
C  -4.731  0.913  -1.361
C  -5.039  0.025  -0.417
C  -4.070  -0.600  0.545
N  -2.100  0.948  0.457
C  -2.357  1.595  -0.758
H  -5.513  1.237  -2.037
H  -6.071  -0.305  -0.362
H  -4.658  -1.085  1.327
H  -1.506  2.205  -1.046
C  1.347  -4.111  -1.107
C  -0.039  -3.790  -0.520
O  -0.324  -2.479  -0.529
C  -0.130  -4.413  0.909
F  -1.142  -3.898  1.621
F  1.000  -4.187  1.616
F  -0.291  -5.755  0.900
C  -1.093  -4.497  -1.427
F  -2.335  -4.435  -0.915
F  -0.833  -5.803  -1.659
F  -1.131  -3.904  -2.633
H  2.095  -3.529  -0.574
H  1.355  -3.798  -2.151
H  1.603  -5.170  -1.046

Net charge: -1
Spin multiplicity: 2
Total energy in eV: -114067.364
HOMO-LUMO gap (spin up / spin down) in eV: 6.38 / 6.40

These are the Löwdin partial charges, in e, on atoms 1 to 5: 1.201, -0.065, -0.389, -0.091, -0.123

***

ORCA calculation (ωB97M-V/def2-TZVPD) on a 3-piece molecular cluster, C11H16N3O overall in a non-equilibrium geometry.

Cartesian coordinates (Å):
C  -0.894  -1.395  -2.085
C  0.392  -1.815  -2.316
C  -1.024  -0.786  -0.802
C  1.314  -1.907  -1.308
C  -0.153  -0.714  0.213
C  1.087  -1.274  -0.096
C  -2.286  -0.929  -2.545
C  1.335  -2.402  -3.351
C  -2.477  -0.368  -1.170
C  2.383  -2.512  -2.168
C  1.199  1.835  3.134
N  0.654  2.830  3.699
N  1.705  0.992  2.434
N  -1.926  3.954  3.497
O  2.184  -1.184  0.849
H  -2.294  -0.207  -3.417
H  -2.851  -1.861  -2.886
H  0.844  -3.232  -3.773
H  1.793  -1.667  -4.107
H  -3.319  -0.902  -0.621
H  -2.647  0.778  -0.966
H  3.238  -1.738  -2.191
H  2.848  -3.395  -1.765
H  1.343  3.561  4.031
H  -0.460  3.129  3.664
H  2.013  0.147  2.033
H  -0.321  -0.097  1.094
H  -1.959  5.018  3.167
H  -2.517  3.343  2.861
H  -2.217  3.980  4.496
H  3.014  -1.181  0.393

Net charge: +1
Total energy in eV: -18173.777
HOMO-LUMO gap in eV: 7.78
ΔE to the lowest compared entry with this formula, charge and spin in kJ/mol: 405.1

These are the Löwdin partial charges, in e, on atoms 1 to 5: -0.081, -0.135, -0.172, -0.160, 0.013

***

ORCA calculation (ωB97M-V/def2-TZVPD) on a 11-piece molecular cluster, C41H39N5O22 overall in a non-equilibrium geometry.

Cartesian coordinates (Å):
O  -2.196  -3.569  -1.246
C  -2.963  -3.345  -2.148
C  -4.047  -4.267  -2.455
C  -4.627  -4.108  -3.621
C  -4.460  -2.925  -4.491
O  -5.046  -2.819  -5.553
C  -3.560  -1.885  -3.986
C  -2.823  -2.077  -2.900
H  -4.300  -5.021  -1.762
H  -5.418  -4.737  -3.991
H  -3.452  -0.999  -4.595
H  -2.002  -1.453  -2.601
O  -2.025  4.978  3.559
C  -2.196  3.942  2.977
C  -3.498  3.610  2.440
C  -3.712  2.452  1.804
C  -2.622  1.482  1.853
O  -2.772  0.297  1.611
C  -1.240  1.949  2.011
C  -0.990  3.107  2.594
H  -4.245  4.308  2.605
H  -4.635  2.131  1.386
H  -0.459  1.245  1.776
H  -0.029  3.545  2.808
O  7.324  5.290  2.832
C  6.193  4.845  2.896
C  5.499  3.848  2.085
C  4.234  3.590  2.317
C  3.354  4.204  3.312
O  2.185  3.923  3.325
C  4.086  5.140  4.209
C  5.403  5.347  4.102
H  6.064  3.222  1.382
H  3.893  2.755  1.688
H  3.445  5.576  4.973
H  5.888  6.003  4.836
O  -6.063  0.831  0.318
C  -5.892  0.697  -0.904
C  -4.513  1.016  -1.515
C  -4.418  1.224  -2.819
C  -5.535  0.860  -3.695
O  -5.414  0.950  -4.896
C  -6.802  0.426  -3.128
C  -7.017  0.389  -1.814
H  -3.724  1.135  -0.831
H  -3.600  1.591  -3.409
H  -7.627  0.303  -3.851
H  -7.934  0.025  -1.357
O  1.724  0.459  2.323
C  2.684  0.423  3.082
C  2.680  1.279  4.225
C  3.794  1.426  4.907
C  5.093  0.670  4.544
O  6.180  1.129  4.736
C  4.846  -0.464  3.550
C  3.806  -0.551  2.818
H  1.734  1.799  4.349
H  3.847  2.038  5.805
H  5.705  -1.094  3.356
H  3.601  -1.327  2.056
O  -1.508  1.552  -1.491
C  -0.306  1.605  -1.461
C  0.486  0.355  -1.499
C  1.798  0.383  -1.252
C  2.478  1.654  -0.947
O  3.598  1.794  -0.478
C  1.695  2.875  -1.117
C  0.408  2.875  -1.282
H  0.013  -0.575  -1.849
H  2.285  -0.561  -1.360
H  2.172  3.777  -0.879
H  -0.196  3.806  -1.399
C  1.272  -4.392  -1.195
N  1.322  -3.705  -2.496
O  0.884  -2.544  -2.631
O  1.841  -4.298  -3.412
H  1.175  -3.646  -0.383
H  2.206  -4.949  -1.142
H  0.500  -5.127  -1.263
C  3.017  -1.671  -5.626
N  2.846  -0.602  -4.623
O  2.084  0.336  -4.769
O  3.502  -0.795  -3.595
H  2.410  -2.444  -5.152
H  4.082  -2.001  -5.669
H  2.599  -1.217  -6.531
C  -1.120  -2.317  1.907
N  0.121  -2.800  2.614
O  0.645  -3.810  2.098
O  0.480  -2.293  3.701
H  -0.972  -1.262  1.848
H  -2.016  -2.546  2.555
H  -1.164  -2.807  0.898
C  5.718  -1.306  -0.478
N  4.768  -2.399  -0.097
O  3.625  -2.343  -0.580
O  5.150  -3.218  0.667
H  5.272  -0.668  -1.246
H  6.608  -1.808  -0.839
H  6.022  -0.825  0.454
C  -4.990  -2.099  1.319
N  -5.741  -2.795  0.300
O  -6.370  -3.789  0.680
O  -5.762  -2.328  -0.833
H  -4.982  -1.057  1.145
H  -3.966  -2.399  1.258
H  -5.395  -2.435  2.245

Total energy in eV: -95622.635
HOMO-LUMO gap in eV: 8.34
SMILES: O=C1C=CC(=O)C=C1.O=C1C=CC(=O)C=C1.O=C1C=CC(=O)C=C1.O=C1C=CC(=O)C=C1.O=C1C=CC(=O)C=C1.O=C1C=CC(=O)C=C1.C[N+](=O)[O-].C[N+](=O)[O-].C[N+](=O)[O-].C[N+](=O)[O-].C[N+](=O)[O-]

These are the Löwdin partial charges, in e, on atoms 1 to 5: 0.087, -0.399, 0.008, 0.025, -0.374